The molecule C7H14N2O at a distorted geometry, computed with ωB97M-V/def2-TZVPD.

The geometry in XYZ format:
```
24
C7H14N2O (ωB97M-V/def2-TZVPD)
O -2.596 0.905 -0.721
N -2.931 -1.001 0.457
N 2.816 -0.607 0.003
C 1.419 -0.876 0.329
C 0.878 1.644 -0.350
C -0.785 0.249 1.983
C -0.805 0.086 0.634
C 0.093 -0.286 -1.759
C -2.175 0.049 0.041
C 0.374 0.197 -0.324
H 1.023 -0.386 -2.332
H 1.393 -1.004 1.412
H 1.168 -1.868 -0.067
H 1.658 1.785 -1.106
H 0.049 2.334 -0.557
H -1.696 0.292 2.572
H -2.576 -1.706 1.088
H 2.925 -0.400 -0.988
H -3.874 -1.070 0.103
H 1.317 1.949 0.607
H 0.139 0.356 2.539
H 3.132 0.219 0.511
H -0.558 0.410 -2.298
H -0.388 -1.271 -1.776
```

Kohn-Sham gap ... 9.76 eV
F_max ... 2.280 eV Å⁻¹
Highest occupied orbital energy ... -8.978 eV
SMILES string ... C=C(C(N)=O)C(C)(C)CN
Molar mass ... 142.20 g/mol

How is the electron density shared among the atoms? According to natural (NBO), the charges in e are: O -0.6177; N -0.8216; N -0.8276; C -0.2007; C -0.6096; C -0.3832; C -0.0588; C -0.6167; C 0.6395; C -0.1034; H 0.2062; H 0.1962; H 0.1879; H 0.2079; H 0.2362; H 0.2099; H 0.4032; H 0.3478; H 0.4035; H 0.2062; H 0.1978; H 0.3503; H 0.2362; H 0.2101



A structure of composition C6H10NO3P at a distorted geometry, computed with ωB97M-V/def2-TZVPD.

The geometry in XYZ format:
```
21
C6H10NO3P (ωB97M-V/def2-TZVPD)
P -1.192 0.167 -0.482
O -2.128 0.163 -1.618
O -1.522 2.322 -0.063
O -1.964 -0.565 0.765
N 1.823 -0.684 0.523
C 2.958 -0.655 1.284
C -3.214 -1.205 0.802
C 4.060 -0.465 0.387
C 2.120 -0.515 -0.780
C -2.417 2.810 -0.780
C 3.491 -0.499 -0.922
H 1.375 -0.286 -1.559
H -3.419 -1.573 -0.202
H 2.811 -0.864 2.321
H -3.179 -2.154 1.539
H -2.815 2.189 -1.593
H 0.940 -0.615 0.988
H 4.132 -0.561 -1.844
H 5.111 -0.288 0.552
H -4.061 -0.473 1.189
H -2.907 3.753 -0.508
```

Kohn-Sham gap ... 7.35 eV
F_max ... 2.928 eV Å⁻¹
Highest occupied orbital energy ... -7.878 eV
Molar mass ... 175.12 g/mol

How is the electron density shared among the atoms? According to natural (NBO), the charges in e are: P 1.5827; O -1.1241; O -0.5418; O -0.8553; N -0.5042; C -0.0886; C -0.2609; C -0.3074; C -0.0881; C 0.3075; C -0.3090; H 0.2150; H 0.1993; H 0.2068; H 0.1911; H 0.1852; H 0.4151; H 0.2250; H 0.2218; H 0.1818; H 0.1480



A cluster of 14 separate species, C8H24B2O28 in total at a distorted geometry, computed with ωB97M-V/def2-TZVPD.

The geometry in XYZ format:
```
62
C8H24B2O28 (ωB97M-V/def2-TZVPD)
O 3.399 -2.315 1.107
O 0.667 6.024 1.069
O -1.104 -0.676 0.953
O -0.965 -6.221 -2.032
O -2.161 0.477 -0.769
O 4.260 4.065 -0.471
O 1.603 2.789 0.710
O 2.455 0.713 -1.085
O 2.023 4.317 -1.867
O -4.344 2.448 -1.394
O -2.539 -3.597 -1.733
O -5.206 -3.229 -0.991
O -1.631 -0.884 4.648
O -4.182 -0.422 -0.682
O -0.408 1.629 0.683
O 1.819 -3.124 -0.283
O -1.396 4.220 0.155
O -4.135 -4.381 2.678
O -2.923 -1.944 1.583
O 3.657 4.396 2.296
O 1.121 -1.359 -3.388
O 4.905 0.726 0.039
O -0.645 -3.054 -0.613
O 3.739 -1.541 -2.367
O 0.201 0.066 -0.938
O 0.450 -5.123 -0.620
O 0.353 -3.790 1.446
O 1.621 -3.369 3.257
C 2.369 -2.881 0.883
C 1.387 -3.356 2.037
C -1.399 -3.895 -1.267
C -2.423 -1.028 0.946
C -0.587 -5.195 -1.424
C 1.307 0.722 -0.591
C -3.088 -0.261 -0.233
C 0.889 1.837 0.404
B -0.854 0.375 -0.047
B 0.505 -3.756 -0.032
H -5.714 -2.808 -0.298
H 0.064 5.328 0.807
H 1.323 3.668 -1.926
H 0.878 5.828 1.981
H -3.526 1.953 -1.351
H 3.321 4.005 -0.645
H -4.398 -2.717 -1.040
H -2.051 -0.044 4.831
H 3.848 5.273 1.964
H -4.858 2.003 -2.067
H 2.860 -1.576 -2.743
H -4.401 -4.855 1.890
H -1.480 3.270 0.232
H -4.119 -3.462 2.412
H 3.981 0.831 -0.192
H 0.396 -1.341 -4.013
H -2.054 4.467 -0.496
H 1.618 5.068 -1.433
H 0.800 -0.865 -2.634
H 5.377 0.908 -0.773
H 3.637 -1.030 -1.564
H -1.584 -0.926 3.692
H 2.706 4.312 2.219
H 4.636 3.310 -0.924
```

Kohn-Sham gap (spin up / spin down) ... 7.58 / 3.33 eV
Net charge ... -1
2S+1 ... 2
F_max ... 5.471 eV Å⁻¹
Highest occupied orbital energy (spin up / spin down) ... -7.809 / -7.808 eV
Molar mass ... 589.88 g/mol

How is the electron density shared among the atoms? According to natural (NBO), the charges in e are: O -0.2621; O -0.9676; O -0.6871; O -0.5221; O -0.6784; O -0.9617; O -0.5234; O -0.5821; O -0.9337; O -0.9535; O -0.5526; O -0.9478; O -0.9367; O -0.5378; O -0.6763; O -0.5270; O -0.9686; O -0.9542; O -0.5598; O -0.9284; O -0.9641; O -0.9533; O -0.6480; O -0.9532; O -0.6676; O -0.6405; O -0.5133; O -0.2722; C 0.7043; C 0.7082; C 0.6805; C 0.6901; C 0.6706; C 0.6924; C 0.6994; C 0.6809; B 1.1796; B 1.1547; H 0.4601; H 0.4963; H 0.4667; H 0.4621; H 0.4743; H 0.4874; H 0.4875; H 0.4642; H 0.4662; H 0.4741; H 0.4867; H 0.4684; H 0.4903; H 0.4857; H 0.4821; H 0.4829; H 0.4825; H 0.4870; H 0.4857; H 0.4611; H 0.4698; H 0.4726; H 0.4640; H 0.4551



A cluster of 2 separate species, C12H17NO in total at a distorted geometry, computed with ωB97M-V/def2-TZVPD.

The geometry in XYZ format:
```
31
C12H17NO (ωB97M-V/def2-TZVPD)
O 0.109 4.600 -0.006
N 0.345 -2.496 -2.149
C 0.829 -1.572 -0.118
C 2.688 -1.756 -1.743
C -1.611 -1.552 0.865
C -0.775 -2.590 -1.341
C 1.348 -1.906 -1.403
C 2.994 -0.480 0.270
C -0.537 -2.047 -0.093
C -0.960 3.635 -0.188
C 1.668 -0.739 0.634
C 3.523 -0.990 -0.938
C -1.632 -2.220 2.212
C -2.086 4.071 0.679
H -1.721 -2.900 -1.723
H 4.479 -0.611 -1.224
H -1.493 -1.530 3.050
H 0.552 4.604 -0.864
H 0.531 -2.572 -3.134
H -2.451 -2.892 2.386
H 2.916 -1.875 -2.789
H -1.109 3.551 -1.238
H 3.643 0.242 0.755
H 1.281 -0.147 1.446
H -2.535 -1.865 0.354
H -2.717 3.256 1.131
H -1.672 4.713 1.486
H -2.699 4.893 0.277
H -0.779 -2.954 2.245
H -1.405 -0.475 0.951
H -0.723 2.603 0.209
```

Kohn-Sham gap ... 8.62 eV
F_max ... 2.592 eV Å⁻¹
Highest occupied orbital energy ... -7.877 eV
SMILES string ... CCc1c[nH]c2ccccc12.CCO
Molar mass ... 191.27 g/mol

How is the electron density shared among the atoms? According to natural (NBO), the charges in e are: O -0.7205; N -0.5411; C -0.1034; C -0.2582; C -0.4238; C -0.0160; C 0.1552; C -0.2427; C -0.0802; C -0.0721; C -0.1890; C -0.2043; C -0.6170; C -0.6525; H 0.2093; H 0.2120; H 0.2108; H 0.4646; H 0.4164; H 0.2111; H 0.2013; H 0.1665; H 0.2123; H 0.2072; H 0.2116; H 0.2143; H 0.2353; H 0.2104; H 0.2123; H 0.2154; H 0.1548